# C49H58N5O4OsS

A molecular structure, C49H58N5O4OsS at a distorted geometry (ωB97M-V/def2-TZVPD, the Open Molecules 2025 dataset).

Calculated values
- DFT total energy: -80689.707 eV
- ⟨S²⟩: 6.02

The geometry in ORCA input format:
```
! RIJCOSX wB97M-V def2-TZVPD def2/J DEFGRID3
* xyz 1 5
Os 0.59098 0.77867 0.26448
C 1.02892 3.91751 1.46400
C 1.35909 3.09776 2.71951
N 1.01987 1.68844 2.52168
C 1.92501 0.74810 3.17414
C 3.34678 0.84577 2.60823
S 3.42415 1.08590 0.80284
C 3.81586 2.85209 0.58979
C 2.74963 3.55063 -0.24261
N 1.40450 3.23058 0.21875
H 1.53061 4.88840 1.53745
H -0.04072 4.10260 1.44991
H 0.79983 3.51378 3.56042
H 2.41619 3.18403 2.96070
H 0.05125 1.56017 2.81327
H 1.52980 -0.25515 3.00378
H 1.98472 0.91334 4.25690
H 3.87770 -0.08614 2.78893
H 3.92136 1.64947 3.06471
H 4.76818 2.90647 0.06513
H 3.94257 3.30031 1.57269
H 2.83336 3.22498 -1.27964
H 2.94028 4.63026 -0.20918
H 0.74297 3.49667 -0.50025
C -2.39442 -0.68028 3.02788
C -2.76149 -1.39912 1.72773
C -3.81586 -2.47431 2.00357
C -3.21729 -0.43679 0.63926
C -4.52719 0.02449 0.60359
C -4.98332 0.80267 -0.44719
C -4.16093 1.07278 -1.52800
C -2.84448 0.63543 -1.54257
C -1.97441 0.78995 -2.78036
C -1.36615 2.19393 -2.89969
C -2.75326 0.43527 -4.04959
C -2.36310 -0.04517 -0.40902
N -0.98602 -0.39889 -0.36220
C -0.65577 -1.65161 -0.66611
C 0.69925 -2.03324 -0.57466
N 1.55786 -1.18255 -0.00654
C 2.92844 -1.57809 -0.02072
C 3.69902 -1.36268 -1.18248
C 5.06745 -1.57843 -1.11460
C 5.65373 -2.07085 0.04012
C 4.86057 -2.42358 1.11774
C 3.48808 -2.19537 1.11121
C 2.63162 -2.69730 2.26651
C 2.57452 -4.23321 2.25003
C 3.13763 -2.25793 3.64522
C 3.05828 -0.94899 -2.50024
C 3.20393 0.55702 -2.76008
C 3.62502 -1.75319 -3.67296
C 0.83735 -3.36914 -1.14650
C 1.87007 -4.21624 -1.46980
C 1.55748 -5.48610 -2.00838
C 0.26921 -5.90027 -2.24249
C -0.81690 -5.02660 -1.97903
C -2.19555 -5.25851 -2.21464
C -3.12062 -4.27565 -1.95453
C -2.76322 -3.00790 -1.44493
C -1.43576 -2.76638 -1.18004
C -0.48640 -3.78489 -1.44783
H -2.12820 -1.40587 3.79909
H -3.22686 -0.07502 3.38743
H -1.54969 -0.01588 2.86173
H -1.86459 -1.91235 1.38003
H -4.69757 -2.05379 2.48799
H -3.39908 -3.22955 2.67079
H -4.12849 -2.96969 1.08335
H -5.20778 -0.23868 1.40386
H -6.00407 1.16282 -0.44425
H -4.55596 1.63004 -2.36853
H -1.14975 0.07860 -2.69700
H -2.13705 2.95642 -2.78023
H -0.90148 2.32435 -3.87853
H -0.60724 2.34259 -2.12939
H -3.53348 1.16758 -4.25943
H -3.21602 -0.54791 -3.95400
H -2.07571 0.41300 -4.90380
H 5.68448 -1.36723 -1.97869
H 6.72586 -2.21010 0.08687
H 5.32219 -2.88800 1.98038
H 1.61605 -2.31441 2.13363
H 3.58090 -4.65022 2.31627
H 2.10342 -4.60780 1.34616
H 2.00223 -4.59513 3.10550
H 4.14893 -2.62248 3.82782
H 2.49146 -2.67652 4.41715
H 3.13936 -1.17485 3.76158
H 1.99224 -1.17249 -2.44693
H 4.23610 0.87842 -2.60354
H 2.55186 1.11939 -2.08708
H 2.91857 0.79260 -3.78671
H 4.66157 -1.48674 -3.88067
H 3.04151 -1.55345 -4.57229
H 3.57689 -2.82286 -3.46543
H 2.90543 -3.93288 -1.33252
H 2.37579 -6.15688 -2.23586
H 0.08279 -6.88643 -2.64888
H -2.52069 -6.21268 -2.61021
H -4.16657 -4.46749 -2.15509
H -3.52175 -2.25677 -1.27168
O -1.48538 2.46705 2.50160
C -1.64174 2.71952 1.31418
O -0.90305 2.26926 0.34726
C -2.66342 3.74212 0.89756
C -3.80312 3.91597 1.67221
C -4.76055 4.84124 1.29989
C -4.55192 5.60403 0.16196
C -3.39999 5.47759 -0.59726
C -2.46002 4.53335 -0.22662
N -5.58135 6.56262 -0.26147
O -6.60355 6.61311 0.39262
O -5.34497 7.24204 -1.24139
H -3.93591 3.31303 2.55969
H -5.66766 4.98026 1.86998
H -3.25802 6.10924 -1.46153
H -1.56516 4.40494 -0.82086
*
```

Here are the Mulliken charges for atoms 1 to 4, given in e:
1. Os 1.45
2. C -0.60
3. C -1.17
4. N 0.15